The following is a quantum chemistry calculation of an isolated molecule of C4H8N2S, from OMol25.

Calculated values
HOMO: -8.41 eV
SMILES string: S=CNN1CCC1
lowest unoccupied orbital energy: 0.812 eV
frontier orbital gap: 9.22 eV
DFT total energy: -18090.4176 eV

Each atom is followed by the atoms it is bonded to, with distances in Å.
Element x y z (Å)
1 S -2.84 0.09 -0.26  C4 1.597
2 N 1.03 -0.21 0.69  N3 1.404, C5 1.450, C6 1.459
3 N -0.36 -0.29 0.84  N2 1.404, C4 1.354, H10 1.053
4 C -1.25 0.07 -0.12  S1 1.597, N3 1.354, H8 1.138
5 C 1.65 -0.95 -0.39  N2 1.450, C7 1.600, H12 1.097, H14 1.118
6 C 1.68 1.03 0.28  N2 1.459, C7 1.611, H9 1.096, H11 1.135
7 C 2.76 0.18 -0.56  C5 1.600, C6 1.611, H13 1.138, H15 1.101
8 H -0.69 0.38 -1.06  C4 1.138
9 H 2.04 1.50 1.21  C6 1.096
10 H -0.77 -0.96 1.55  N3 1.053
11 H 1.19 1.74 -0.45  C6 1.135
12 H 1.05 -1.00 -1.31  C5 1.097
13 H 3.78 -0.09 -0.13  C7 1.138
14 H 2.08 -1.91 -0.02  C5 1.118
15 H 2.96 0.45 -1.61  C7 1.101